Density functional theory data (ωB97M-V/def2-TZVPD) for a cluster of 20 separate species, C56H160N24O28 in total in a non-equilibrium geometry.

The geometry in XYZ format:
```
268
Properties=species:S:1:pos:R:3:forces:R:3
C 4.869635 0.914254 2.904188 2.22 -3.40 1.04
O 4.515755 -0.140066 3.341948 -0.78 -2.78 1.00
N 4.149645 1.947624 2.878818 -4.24 6.30 -0.96
N 6.118145 1.164444 2.525258 2.52 0.34 -1.24
H 4.448835 2.671924 2.241658 -0.44 0.25 0.39
H 3.191535 2.007324 3.192748 0.31 -0.57 -0.21
H 6.848005 0.484874 2.685228 -0.28 0.23 -0.31
H 6.290785 2.055544 2.082258 0.68 -0.46 0.24
C 4.745055 -5.792196 -6.317772 2.46 -0.32 -6.65
O 4.959275 -5.319336 -7.441302 -0.10 -0.57 -0.35
N 4.962515 -6.999046 -5.938192 1.88 -4.88 -0.35
N 4.230145 -5.146086 -5.410452 -4.32 6.42 6.49
H 4.958955 -7.622376 -6.732892 0.51 -0.77 0.86
H 4.828805 -7.190566 -4.955572 -0.02 -1.08 -0.73
H 3.581075 -4.467736 -5.782812 0.18 0.54 0.89
H 4.045635 -5.620116 -4.537892 -0.61 0.73 -0.09
C -6.312495 4.931224 6.599118 -0.52 1.02 2.33
O -6.719565 5.304764 7.669428 -0.61 0.72 1.94
N -6.611095 3.795094 6.073648 -1.35 -4.07 -1.91
N -5.472955 5.606474 5.868808 2.18 2.29 -1.72
H -6.353715 3.686724 5.103018 -0.47 -0.91 0.30
H -7.236145 3.178044 6.572308 0.09 0.13 -0.50
H -5.273325 5.244814 4.947158 0.59 0.86 0.25
H -5.125175 6.452544 6.296958 0.10 -0.09 -0.75
C -7.579825 -1.141926 -1.359572 -0.61 0.23 2.40
O -7.233765 -0.309676 -0.553582 0.29 1.48 0.39
N -8.831275 -1.564766 -1.514792 -1.83 0.29 0.01
N -6.773225 -1.923376 -2.010622 3.49 -1.94 -2.38
H -8.981815 -2.098286 -2.359062 -1.09 0.35 0.47
H -9.481315 -1.077676 -0.914542 -0.53 -0.38 -0.74
H -7.115895 -2.829356 -2.296772 0.52 0.22 0.02
H -5.784865 -1.796646 -1.845782 -0.19 -0.20 -0.16
C 0.333075 4.917894 -1.498392 0.89 -1.38 0.18
O 1.105795 4.132424 -1.985992 1.15 -0.82 -1.04
N -0.149155 5.992584 -2.032792 -0.78 3.50 -3.93
N -0.141555 4.815844 -0.294622 -1.07 -1.27 4.26
H -0.888045 6.541794 -1.617462 0.34 -0.14 -0.44
H 0.092575 6.098174 -3.007742 -0.39 0.45 0.12
H 0.278365 4.115164 0.299358 -0.54 0.26 0.16
H -0.815975 5.507414 0.000308 0.38 -0.65 0.68
C 1.186745 -3.604406 10.313918 -1.54 -3.27 1.11
O 1.190895 -4.627236 9.631788 0.77 0.19 0.17
N 0.965575 -3.553356 11.629478 -0.03 -2.83 3.18
N 1.157285 -2.405916 9.910798 0.67 5.83 -4.32
H 0.958745 -4.470546 12.052338 -0.13 0.35 0.38
H 0.888415 -2.741426 12.225228 0.21 -0.20 -0.39
H 0.985995 -1.622766 10.525158 0.21 -0.21 -0.37
H 1.308365 -2.238206 8.926338 -0.14 0.24 0.23
C 6.257615 -1.191116 -11.452982 -1.88 1.16 -3.42
O 6.488515 -0.589366 -12.481002 0.36 0.54 -0.95
N 5.162815 -1.845486 -11.188052 -3.99 -2.47 -0.68
N 6.932005 -1.144556 -10.384242 5.52 1.18 4.57
H 4.455525 -1.896976 -11.907212 0.17 -0.50 0.31
H 5.203865 -2.469816 -10.395182 -0.91 0.00 -0.44
H 6.875745 -1.886906 -9.701702 0.39 0.57 0.05
H 7.731275 -0.533616 -10.473722 0.33 -0.54 0.61
C 1.854675 -5.868436 4.252378 -1.60 1.94 -2.31
O 1.621435 -5.801736 3.073918 0.37 0.08 -2.53
N 2.077525 -4.860236 5.025018 2.22 6.04 1.52
N 1.563045 -6.843946 4.997308 -0.79 -6.43 2.66
H 2.092055 -3.955546 4.576218 0.41 -0.05 0.36
H 2.189545 -4.918006 6.027118 -0.07 0.28 -0.42
H 1.742395 -6.658476 5.973798 -0.89 -1.34 -0.11
H 0.905265 -7.480626 4.570628 0.33 -0.48 0.85
C -5.532075 3.852714 -7.261002 1.05 -1.05 2.32
O -6.513255 4.126104 -6.272222 -2.25 0.57 -0.90
C -6.159185 4.009054 -4.921062 0.79 0.01 0.97
C -7.362695 4.005504 -3.932942 0.75 0.78 -1.58
N -7.955125 5.357894 -4.017772 -1.11 -1.02 0.89
C -9.125945 5.471134 -3.111192 0.04 -0.97 0.45
C -10.242215 4.451874 -3.424612 -0.70 0.69 -0.50
O -10.489405 4.650314 -4.787202 1.20 -0.42 -0.70
C -11.600545 3.969364 -5.291942 0.49 1.08 -0.37
H -5.517425 2.763384 -7.296282 0.41 -0.17 -0.67
H -4.608875 4.172084 -6.777462 0.64 -0.01 -0.52
H -5.567735 4.286434 -8.260362 -0.98 0.34 0.40
H -5.500235 4.849024 -4.701242 -0.03 0.37 0.39
H -5.543925 3.142764 -4.677962 0.00 -0.64 -0.47
H -7.051355 3.745444 -2.921242 0.35 0.34 0.03
H -8.041895 3.206414 -4.230012 -0.24 -0.08 -0.21
H -8.380225 5.337614 -4.933732 0.10 0.50 -0.51
H -9.525945 6.483544 -3.166972 0.04 -0.07 0.06
H -8.791285 5.235584 -2.100932 0.13 0.43 0.20
H -11.234155 4.580304 -2.991422 0.07 0.80 1.10
H -10.044465 3.414184 -3.155892 0.73 -0.30 -0.29
H -12.454255 4.508444 -4.881252 -0.69 -0.66 -0.01
H -11.551435 2.901064 -5.081202 -0.32 -0.08 0.04
H -11.527875 4.182124 -6.358502 -0.45 -0.45 -0.10
C 7.954285 -1.479456 -1.788252 -0.75 1.13 -0.47
O 8.707685 -2.341366 -1.024392 0.67 -0.95 0.44
C 10.015835 -1.940726 -0.666382 0.36 0.38 -1.28
C 10.902045 -3.117166 -0.328282 -0.45 0.37 0.94
N 10.689385 -3.507346 1.057488 0.55 -1.41 0.67
C 11.730085 -4.455956 1.513748 0.07 1.72 0.40
C 11.396815 -5.105216 2.877948 0.72 0.63 -1.87
O 12.410655 -6.024606 3.028328 1.19 -2.27 2.02
C 12.157535 -6.944816 4.141668 0.55 0.27 -1.24
H 8.432115 -0.954666 -2.615522 0.86 -0.42 -0.26
H 7.577395 -0.632876 -1.214372 -0.43 0.00 0.47
H 7.130105 -2.028216 -2.243972 -0.08 -0.06 0.28
H 10.043815 -1.166106 0.099968 -0.28 -0.26 0.57
H 10.504265 -1.443456 -1.504402 -0.18 0.07 -0.63
H 11.927445 -2.762466 -0.432382 0.17 0.05 0.24
H 10.818625 -3.949596 -1.026992 -0.35 -0.03 -0.30
H 9.839515 -4.032286 1.206668 -0.66 0.37 -0.59
H 12.592525 -3.805266 1.658378 0.42 -0.20 0.26
H 12.070485 -5.159986 0.754428 -0.48 -0.59 0.00
H 10.459185 -5.658776 2.827678 -0.59 0.50 0.33
H 11.521285 -4.336496 3.640618 -0.91 0.06 0.27
H 13.001685 -7.625466 4.252348 0.14 0.16 -0.40
H 11.292065 -7.549116 3.869868 -0.25 0.05 0.31
H 12.056115 -6.472546 5.118788 -0.35 0.45 -0.15
C -0.560955 0.713804 2.492918 0.16 -1.30 0.10
O -0.259135 0.311444 1.180608 -0.72 -0.57 -1.08
C -0.898845 -0.945146 0.739018 0.37 1.37 0.69
C -0.214685 -1.429886 -0.535342 -0.18 1.61 1.05
N -0.524965 -0.600446 -1.733972 -1.20 -2.75 0.34
C 0.017045 -1.334376 -2.909142 0.34 1.62 0.13
C -0.196595 -0.448366 -4.130122 0.33 -1.02 -0.24
O 0.188155 -1.238236 -5.275952 -0.64 0.74 0.51
C 0.580595 -0.482446 -6.404332 0.47 -0.89 -0.11
H 0.148045 1.482674 2.799918 -0.41 0.34 -0.24
H -0.376545 -0.121786 3.168108 0.16 -0.29 0.28
H -1.618235 0.926824 2.650708 -0.09 0.68 -0.16
H -1.972565 -0.881816 0.562368 -0.22 0.80 -0.18
H -0.857395 -1.599256 1.609948 0.61 -0.63 -0.20
H -0.548875 -2.465766 -0.593442 0.26 -0.01 -0.78
H 0.851625 -1.329476 -0.332862 0.33 -0.70 0.01
H -0.132605 0.325934 -1.644712 0.31 -0.09 -0.04
H -0.346725 -2.323586 -3.187082 -0.94 0.04 0.80
H 1.060935 -1.528836 -2.663032 0.58 0.15 -0.69
H 0.342765 0.485844 -3.973772 0.48 0.09 -0.55
H -1.247055 -0.176246 -4.233002 -0.19 -0.08 0.14
H 0.543585 -1.130206 -7.280192 0.13 -0.34 0.12
H 1.626875 -0.248656 -6.207542 0.01 0.86 -0.51
H -0.070065 0.340474 -6.700262 0.06 0.42 0.64
C 0.082025 7.764714 -8.833192 1.33 -0.30 0.18
O 1.490485 7.483594 -8.596322 -0.80 1.74 -0.20
C 2.003355 6.200344 -8.909552 -0.33 0.82 0.70
C 3.517935 6.192204 -9.215292 -1.42 -1.29 -0.21
N 3.744475 6.450654 -10.623702 0.27 -0.70 0.80
C 3.323475 7.813174 -10.967662 2.74 -1.92 -1.01
C 4.158305 8.296214 -12.222092 -2.20 -0.12 -0.61
O 4.003965 7.402334 -13.353342 -0.24 0.31 -0.15
C 4.722425 7.801764 -14.541582 0.28 -0.03 1.08
H -0.238495 7.390304 -9.805402 0.01 -0.07 -0.12
H -0.039865 8.847404 -8.801202 0.23 -0.03 -0.14
H -0.575705 7.370754 -8.058412 0.11 -0.39 0.14
H 1.454765 5.855484 -9.786032 0.12 -0.68 0.01
H 1.794205 5.654844 -7.989342 0.10 -0.94 -0.29
H 3.760475 5.146864 -9.024122 0.31 -0.17 -0.07
H 4.106045 6.754984 -8.490372 -0.08 0.62 0.05
H 4.690635 6.178244 -10.848832 0.09 0.47 -0.34
H 3.617775 8.388134 -10.089652 -0.61 0.99 -0.28
H 2.257315 7.627774 -11.098202 -0.04 1.38 -0.41
H 5.217765 8.509924 -12.080852 0.07 -0.22 0.62
H 3.644785 9.227054 -12.462782 0.32 0.49 -0.36
H 5.768115 7.554034 -14.359242 0.29 0.22 -0.23
H 4.628905 8.860824 -14.781892 -0.07 0.25 0.34
H 4.420675 7.284024 -15.452072 -0.48 -0.45 0.50
C -4.612635 -5.871906 3.660998 -0.41 -0.18 0.19
O -4.938715 -5.002566 4.768668 0.10 -1.26 -0.11
C -4.365515 -5.346616 6.057798 -0.24 0.08 -0.44
C -4.850455 -6.712056 6.589908 0.29 1.48 -1.24
N -6.309705 -6.784326 6.825878 1.30 -0.83 0.72
C -6.582075 -8.178516 7.134368 -0.67 -0.97 -0.53
C -6.703735 -9.032396 5.861208 -0.07 -0.37 0.69
O -7.591305 -8.445806 4.955048 0.06 0.37 -0.30
C -7.589205 -9.091086 3.709138 -0.49 0.75 -0.78
H -5.200575 -5.535386 2.807068 0.61 0.69 -0.06
H -4.902245 -6.922546 3.640968 -0.83 -0.36 1.30
H -3.552155 -6.043926 3.476868 0.41 1.12 -0.12
H -4.569255 -4.510396 6.726618 -0.51 -0.05 -0.10
H -3.283765 -5.316236 5.927398 0.30 -0.49 0.12
H -4.273455 -7.025936 7.459768 -0.34 0.40 0.41
H -4.441775 -7.357796 5.812678 -0.49 -0.77 -0.28
H -6.866335 -6.630616 5.997238 0.33 0.67 -0.41
H -7.506385 -8.341706 7.688558 -0.16 0.49 0.12
H -5.792625 -8.633876 7.732288 0.09 0.19 0.13
H -7.143655 -9.993496 6.127348 0.40 -0.47 0.19
H -5.729355 -9.169536 5.392278 0.18 -0.13 -0.12
H -6.614755 -9.160756 3.225728 0.46 0.00 0.35
H -8.169345 -8.434766 3.060478 -0.22 -0.21 -0.08
H -8.031725 -10.087146 3.697438 -0.12 -0.13 0.36
C 1.047685 10.932294 11.282318 -0.49 -0.55 0.44
O 1.307705 9.660464 11.878418 2.15 0.22 -0.78
C 2.725405 9.278604 11.663018 -1.73 -1.46 0.71
C 2.803375 7.730214 11.899048 0.01 0.30 -0.24
N 2.034795 6.928884 10.973528 -1.09 0.84 -1.63
C 2.488185 6.992574 9.551078 -0.20 -1.37 1.22
C 1.802525 5.902274 8.659658 0.87 1.43 0.86
O 2.126705 4.596974 9.144978 -2.19 0.24 -0.94
C 3.457635 4.219994 9.171838 0.99 0.78 0.07
H 0.271945 11.417564 11.874628 0.12 0.10 0.13
H 0.619165 10.799354 10.288948 0.26 0.03 -0.30
H 1.942735 11.553834 11.256178 -0.04 0.13 -0.06
H 3.345365 9.808394 12.386258 0.04 -0.06 0.19
H 3.118625 9.531334 10.678328 -0.44 0.11 -0.28
H 2.459455 7.506234 12.908828 -0.06 0.13 0.01
H 3.833275 7.380904 11.825748 0.72 0.47 0.25
H 1.876625 5.975864 11.268218 0.18 0.09 0.03
H 3.547495 6.739914 9.597308 0.54 0.15 -0.54
H 2.424985 7.994934 9.127548 -0.42 -0.05 0.06
H 2.064505 6.117844 7.623808 0.90 -0.56 -0.27
H 0.731795 6.091284 8.582808 -0.23 -0.70 0.89
H 4.037125 4.611864 8.335938 -0.04 0.11 -0.36
H 3.578135 3.136974 9.146378 -0.36 0.05 0.28
H 3.891425 4.671324 10.064148 0.51 -0.45 0.26
C 4.971025 2.027634 15.041628 -0.88 0.15 0.96
O 3.564855 1.795524 15.256278 0.67 -1.07 -1.39
C 3.196365 0.437814 14.794368 -2.07 2.23 1.85
C 1.642425 0.384414 15.117908 0.24 -1.20 -0.74
N 0.831495 0.448774 13.883888 0.66 0.06 0.22
C -0.623425 0.373324 14.058208 1.47 0.61 0.88
C -1.338705 0.520744 12.791428 -1.12 -0.74 -1.52
O -1.114815 1.736354 12.112168 0.50 -0.05 0.00
C -1.597535 1.684274 10.781758 -0.16 0.01 -0.02
H 5.519535 1.670954 15.913418 0.23 -0.50 -0.05
H 5.134615 3.104754 15.075838 -0.10 0.01 -0.55
H 5.318855 1.541924 14.129928 0.13 0.26 -0.06
H 3.773225 -0.235386 15.428508 -0.04 -0.45 -0.45
H 3.300635 0.323994 13.715358 0.48 -0.11 0.05
H 1.370475 1.150344 15.844208 0.25 0.24 0.05
H 1.370405 -0.576486 15.554688 0.25 -0.14 0.30
H 1.114415 1.305424 13.429798 -0.48 0.24 -0.36
H -1.037975 1.132384 14.721588 0.20 0.29 0.47
H -0.871865 -0.591376 14.500638 -0.03 -0.12 -0.05
H -2.389945 0.359724 13.030298 -0.53 0.39 -0.07
H -1.134135 -0.299536 12.103388 0.48 -0.30 -0.15
H -1.249815 2.540404 10.203638 -0.24 0.32 0.49
H -2.684015 1.600454 10.807248 -0.18 0.28 -0.24
H -1.239375 0.836394 10.197878 0.28 -0.51 0.31
C -6.443955 -6.789736 -17.025792 0.05 1.11 -0.27
O -6.446315 -6.345446 -15.668122 0.61 -0.05 0.48
C -5.983315 -4.991716 -15.256682 -0.59 -1.10 -1.99
C -6.008795 -4.924736 -13.747642 -1.15 -0.17 -1.08
N -4.706035 -4.637406 -13.208622 -0.22 0.21 1.02
C -4.857995 -4.526436 -11.761562 2.29 -1.33 1.37
C -3.486955 -4.748626 -10.963662 -0.81 -1.26 0.53
O -3.004475 -6.166966 -10.849982 1.32 0.62 0.03
C -1.780575 -6.245306 -9.995192 -0.63 0.59 -0.67
H -6.734785 -7.826026 -17.197872 -0.13 -0.18 1.14
H -5.477135 -6.728676 -17.525422 0.30 0.42 0.17
H -7.175275 -6.232776 -17.611532 0.02 0.39 -0.14
H -6.612085 -4.262336 -15.767322 -0.56 0.07 0.29
H -5.006255 -4.706536 -15.646722 0.48 -0.69 0.06
H -6.419775 -5.872736 -13.400512 0.06 -0.35 0.12
H -6.779135 -4.206766 -13.466242 0.39 0.45 0.32
H -4.176295 -5.484036 -13.359242 0.45 -0.09 -0.14
H -5.499185 -5.303036 -11.344572 -0.44 -0.23 -0.09
H -5.281925 -3.574606 -11.441552 0.21 0.18 -0.23
H -3.700935 -4.628146 -9.901692 -0.06 1.29 -0.06
H -2.719405 -4.088816 -11.368162 0.20 -0.09 0.19
H -1.912915 -5.884446 -8.975212 -0.65 0.34 0.01
H -0.939615 -5.682406 -10.400192 -0.22 0.37 -0.40
H -1.349375 -7.235216 -9.846032 -0.90 -0.47 -0.66
O 3.463725 -6.152846 -1.236302 0.03 -0.09 -0.44
H 2.721705 -6.206746 -0.634022 -0.20 -0.01 0.21
H 4.167035 -5.763876 -0.716402 0.22 0.16 0.23
O -4.718965 2.868224 2.077898 -0.07 0.22 0.27
H -5.060295 2.324784 1.367678 -0.21 -0.21 -0.21
H -3.770785 2.866744 1.946778 0.24 -0.02 -0.03
O -1.759805 2.038024 -12.777812 -0.19 0.08 0.14
H -1.812615 1.481404 -13.554752 -0.05 -0.14 -0.20
H -0.821375 2.153554 -12.628712 0.25 0.07 0.06
O 5.728465 -3.583896 1.242718 0.04 -0.33 -0.08
H 6.023925 -2.966616 0.573458 0.19 0.16 -0.18
H 5.133445 -3.074616 1.792998 -0.20 0.17 0.24
```
Positions in Å, forces in eV/Å.

Computed properties:
frontier orbital gap: 8.3350 eV
E_HOMO: -0.3110 Ha
total energy: -5649.950933 Eh